(1)
The following is a quantum chemistry calculation of C6H15NO2 as an isolated structure in a non-equilibrium geometry, from OMol25.

CARTESIAN COORDINATES (ANGSTROEM)
C  -0.123  0.512  0.636
C  1.615  0.055  -0.970
C  -0.290  0.459  -0.775
C  -0.289  -0.681  1.530
C  2.434  -0.786  -0.020
C  -1.145  -0.596  -1.426
N  -2.880  0.744  0.968
O  -1.732  1.535  0.679
O  2.239  1.272  -1.277
H  2.484  1.721  -0.455
H  0.507  1.312  1.011
H  1.478  -0.468  -1.916
H  -0.281  1.418  -1.283
H  -3.236  1.100  1.857
H  -3.580  1.001  0.269
H  0.421  -0.659  2.360
H  -1.304  -0.675  1.945
H  -0.184  -1.632  1.004
H  1.964  -1.754  0.160
H  3.421  -0.988  -0.455
H  2.613  -0.280  0.933
H  -1.137  -0.498  -2.513
H  -2.180  -0.502  -1.086
H  -0.817  -1.607  -1.174

Output
HOMO level in Eh: -0.2759
Energy relative to the best compared isomer or geometry (same formula, charge and spin) in kJ/mol: 555.52
E in Ha: -442.6696

Atom charges from the natural (NBO) analysis, given in e for atoms 1 to 2:
1 C 0.139
2 C 0.114


(2)
The following is a quantum chemistry calculation of C43H40ClN4O10PYb as an isolated structure in a non-equilibrium geometry, from OMol25.

CARTESIAN COORDINATES (ANGSTROEM)
Yb  0.569  -0.772  -0.243
O  4.460  -2.696  1.316
C  3.283  -2.144  1.212
O  2.994  -1.283  0.399
C  2.267  -2.611  2.245
O  0.976  -2.609  1.671
C  0.832  -3.734  0.781
C  1.688  -3.447  -0.499
O  2.734  -4.058  -0.640
O  1.236  -2.507  -1.214
H  5.058  -2.468  0.581
H  2.255  -1.891  3.072
H  2.548  -3.606  2.615
H  -0.226  -3.787  0.530
H  1.168  -4.650  1.276
N  -0.975  1.027  2.498
P  -1.458  -0.357  1.639
C  -1.910  -1.456  3.045
C  -2.053  -2.814  2.780
C  -2.309  -3.704  3.806
C  -2.410  -3.249  5.110
C  -2.291  -1.897  5.379
C  -2.049  -1.003  4.351
C  -3.138  0.164  1.147
C  -3.529  1.492  1.008
C  -4.813  1.794  0.582
C  -5.714  0.787  0.284
C  -5.332  -0.538  0.424
C  -4.054  -0.843  0.853
C  0.323  1.408  2.677
C  0.613  2.424  3.605
C  1.921  2.754  3.859
C  2.918  2.099  3.139
C  2.539  1.163  2.201
N  1.275  0.782  1.970
H  -1.675  1.545  3.015
H  -1.953  -3.161  1.761
H  -2.420  -4.757  3.594
H  -2.585  -3.945  5.916
H  -2.383  -1.534  6.393
H  -1.964  0.049  4.582
H  -2.837  2.296  1.207
H  -5.113  2.826  0.475
H  -6.710  1.028  -0.057
H  -6.029  -1.332  0.200
H  -3.752  -1.874  0.965
H  -0.196  2.923  4.118
H  2.168  3.504  4.597
H  3.957  2.330  3.309
H  3.293  0.682  1.593
Cl  -1.832  5.542  -3.816
C  -1.416  4.205  -2.805
C  -1.243  4.426  -1.430
C  -0.938  3.387  -0.600
C  -0.770  2.063  -1.089
O  -0.497  1.091  -0.295
C  -0.899  1.871  -2.504
C  -0.618  0.600  -3.080
O  -0.199  -0.403  -2.489
C  -1.246  2.955  -3.334
H  -1.354  5.424  -1.037
H  -0.787  3.556  0.455
H  -0.788  0.541  -4.171
H  -1.361  2.790  -4.394
O  4.295  6.536  0.646
C  4.048  6.610  -0.710
N  4.011  5.285  -1.331
C  3.208  4.337  -0.815
O  2.448  4.572  0.112
C  3.278  2.963  -1.407
C  4.220  2.489  -2.314
C  4.136  1.160  -2.704
C  3.121  0.358  -2.202
N  2.225  0.799  -1.316
C  2.319  2.068  -0.938
H  3.553  6.058  1.053
H  4.862  7.182  -1.161
H  3.086  7.107  -0.914
H  4.680  5.070  -2.049
H  5.016  3.110  -2.702
H  4.858  0.747  -3.390
H  3.019  -0.680  -2.502
H  1.606  2.436  -0.211
C  -3.122  -1.778  -2.358
C  -1.924  -2.471  -1.781
O  -1.478  -2.162  -0.677
C  -1.371  -3.600  -2.557
C  -1.186  -4.843  -1.949
C  -0.677  -5.902  -2.674
C  -0.327  -5.734  -4.003
C  -0.512  -4.507  -4.616
C  -1.029  -3.446  -3.899
H  -3.269  -0.808  -1.889
H  -3.994  -2.399  -2.149
H  -3.041  -1.684  -3.436
H  -1.484  -4.988  -0.920
H  -0.546  -6.859  -2.196
H  0.089  -6.560  -4.558
H  -0.252  -4.378  -5.654
H  -1.119  -2.479  -4.365

Output
Net charge: +1
HOMO level (spin up / spin down) in Eh: -0.3815 / -0.3817
E in Ha: -4594.3350
Multiplicity: 2
Expectation value of S²: 0.7508

Atom charges from the Löwdin analysis, given in e for atoms 1 to 2:
1 Yb 1.617
2 O 0.187


(3)
The following is a quantum chemistry calculation of a 5-piece molecular cluster, C23H59IN7O4S overall in a non-equilibrium geometry, from OMol25.

CARTESIAN COORDINATES (ANGSTROEM)
C  1.113  0.398  -0.064
C  1.088  -0.906  -0.843
C  0.029  -1.894  -0.371
I  -1.937  -1.045  -0.649
N  0.096  -3.094  -1.186
C  0.578  -4.266  -0.754
N  1.465  -4.914  -1.546
C  1.755  -6.352  -1.308
C  1.507  -6.764  0.133
S  1.614  -8.565  0.106
C  0.145  -6.239  0.539
N  0.150  -4.759  0.467
H  0.159  0.913  -0.042
H  1.441  0.275  0.966
H  1.826  1.071  -0.533
H  0.896  -0.689  -1.894
H  2.072  -1.376  -0.787
H  0.160  -2.134  0.679
H  -0.220  -3.016  -2.141
H  1.136  -4.815  -2.509
H  2.805  -6.527  -1.529
H  1.197  -6.968  -2.012
H  2.257  -6.326  0.787
H  2.131  -8.891  1.295
H  -0.052  -6.508  1.572
H  -0.647  -6.658  -0.074
H  0.677  -4.389  1.252
C  -0.701  1.704  3.439
C  0.755  2.101  3.664
C  0.976  2.977  4.904
O  0.594  4.327  4.739
C  -0.783  4.601  4.931
N  1.268  2.728  2.442
H  -1.289  2.529  3.038
H  -0.762  0.888  2.717
H  -1.169  1.368  4.366
H  1.324  1.179  3.829
H  2.049  3.005  5.111
H  0.489  2.547  5.789
H  -1.223  3.971  5.708
H  -1.340  4.477  3.999
H  -0.873  5.642  5.235
H  2.264  2.901  2.548
H  0.861  3.657  2.377
C  -3.047  2.868  -1.139
C  -3.739  2.000  -2.186
C  -3.966  2.711  -3.527
O  -5.036  3.629  -3.529
C  -4.736  4.922  -3.033
N  -4.979  1.464  -1.618
H  -3.727  3.602  -0.709
H  -2.682  2.248  -0.318
H  -2.193  3.398  -1.566
H  -3.081  1.149  -2.390
H  -4.234  1.954  -4.269
H  -3.045  3.194  -3.878
H  -3.714  5.219  -3.284
H  -4.878  4.982  -1.951
H  -5.428  5.619  -3.503
H  -5.390  0.805  -2.273
H  -5.655  2.222  -1.575
C  0.837  -9.765  -6.643
C  0.372  -9.343  -5.254
C  -0.034  -7.864  -5.144
O  1.042  -6.941  -5.066
C  1.611  -6.571  -6.314
N  1.405  -9.699  -4.278
H  1.846  -9.411  -6.858
H  0.855  -10.850  -6.714
H  0.168  -9.387  -7.417
H  -0.527  -9.920  -5.018
H  -0.580  -7.739  -4.203
H  -0.720  -7.582  -5.952
H  0.851  -6.528  -7.099
H  2.402  -7.261  -6.612
H  2.050  -5.581  -6.197
H  1.049  -9.481  -3.353
H  2.179  -9.052  -4.402
C  0.633  9.500  3.848
C  0.755  8.028  4.229
C  1.496  7.790  5.553
O  2.901  7.922  5.474
C  3.395  9.245  5.573
N  1.370  7.289  3.123
H  1.574  9.899  3.471
H  -0.108  9.622  3.059
H  0.320  10.104  4.701
H  -0.261  7.644  4.364
H  1.320  6.754  5.855
H  1.096  8.433  6.349
H  2.789  9.848  6.254
H  3.438  9.733  4.596
H  4.409  9.186  5.966
H  1.360  6.297  3.354
H  2.357  7.530  3.115

Output
Net charge: +1
HOMO level in Eh: -0.3775
E in Ha: -2291.5412

Atom charges from the Löwdin analysis, given in e for atoms 1 to 2:
1 C -0.133
2 C -0.311